No. 1
Formula: C33H43F3I4O28S
Source: the OMol25 dataset
Level of theory: wB97M-V/def2-TZVPD

Output
F_max	1.71	eV/A
gap between HOMO and LUMO	8.179	eV
total charge	0
calculated total energy	-143637.849	eV

```
112
Properties=species:S:1:pos:R:3:forces:R:3:lowdin_charge:R:1
C 0.335 1.968 -0.596 0.1 0.4 0.4 -0.179
C 0.909 1.107 0.546 -0.6 0.5 -1.3 -0.867
I -0.776 0.612 1.791 0.2 -0.1 0.1 0.929
C 1.706 -0.058 -0.047 0.0 -0.2 0.8 -0.737
I 0.467 -1.561 -0.962 0.3 0.0 0.2 0.934
C 2.870 -0.572 0.892 -0.2 0.5 -0.6 -0.717
I 2.647 -0.039 2.972 0.2 0.1 0.2 1.155
C 4.118 0.118 0.366 0.4 -0.6 0.0 -0.223
C 5.438 -0.065 1.143 0.2 0.2 -0.2 -0.295
C 5.919 1.221 1.844 -0.2 -0.2 -0.1 -0.661
I 6.653 0.880 3.823 0.0 0.0 0.0 0.787
O 3.121 -2.007 0.776 0.1 0.0 0.5 -0.109
C 2.785 -2.814 1.783 -1.6 -0.5 0.5 -0.609
O 1.699 -3.155 2.161 1.2 0.6 -0.6 0.103
S 4.289 -3.478 2.664 1.5 0.0 -0.3 0.801
O 5.304 -3.744 1.668 -0.8 0.1 0.5 -0.274
O 4.595 -2.687 3.825 -0.5 -0.4 -0.6 -0.310
C 3.753 -5.179 3.307 0.0 -0.1 0.1 -0.637
F 2.542 -5.533 2.880 0.4 -0.1 0.1 0.146
F 4.652 -6.064 2.863 -0.4 0.3 0.3 0.140
F 3.773 -5.146 4.638 -0.1 -0.1 -0.5 0.151
H -0.377 2.697 -0.195 0.1 -0.1 -0.1 0.043
H 1.155 2.542 -1.045 -0.1 -0.3 -0.1 0.081
H -0.177 1.357 -1.342 0.1 0.1 0.0 0.048
H 1.578 1.753 1.118 -0.1 -0.3 0.2 0.019
H 2.195 0.376 -0.925 0.0 -0.2 0.2 0.073
H 4.263 -0.331 -0.628 -0.1 0.3 0.0 0.137
H 3.864 1.171 0.224 0.2 -0.1 0.0 0.089
H 6.198 -0.322 0.396 -0.1 -0.1 0.2 0.115
H 5.402 -0.910 1.835 -0.1 0.1 -0.1 0.044
H 6.760 1.660 1.310 -0.2 0.0 0.1 0.034
H 5.128 1.967 1.923 0.2 -0.1 0.1 0.009
C 6.884 4.251 -2.063 0.1 0.0 0.0 -0.098
C 7.071 2.747 -2.168 0.0 0.0 -0.2 -0.089
O 5.995 2.260 -1.351 0.0 0.0 0.0 0.048
C 5.038 3.210 -1.294 0.0 0.0 0.1 -0.559
O 3.956 3.042 -0.821 -0.1 0.1 -0.1 0.142
O 5.473 4.364 -1.829 0.0 0.0 0.0 0.076
H 7.155 4.787 -2.967 -0.1 0.0 0.0 0.134
H 7.409 4.683 -1.211 0.0 0.0 0.0 0.134
H 6.931 2.375 -3.186 0.0 0.0 0.1 0.134
H 8.023 2.394 -1.780 -0.1 0.0 0.1 0.134
C -5.484 3.850 1.563 -0.1 0.0 0.0 -0.104
C -5.200 2.528 0.877 -0.1 0.0 0.0 -0.100
O -3.827 2.682 0.491 0.0 0.0 -0.1 0.048
C -3.255 3.598 1.299 0.0 -0.1 0.0 -0.596
O -2.087 3.816 1.349 0.1 0.2 0.0 0.103
O -4.189 4.223 2.048 0.0 0.0 0.0 0.064
H -6.184 3.769 2.390 0.1 0.0 0.1 0.131
H -5.828 4.617 0.866 0.0 0.0 0.0 0.131
H -5.278 1.686 1.562 0.0 0.0 0.0 0.103
H -5.815 2.346 0.000 0.1 0.0 -0.1 0.135
C -4.466 -2.176 3.752 0.1 0.0 -0.1 -0.092
C -3.382 -1.117 3.684 0.1 -0.1 0.0 -0.135
O -4.136 0.054 3.327 0.1 0.1 0.0 0.037
C -5.412 -0.127 3.705 0.0 0.0 0.0 -0.579
O -6.251 0.724 3.682 0.0 0.0 0.0 0.136
O -5.625 -1.396 4.097 0.0 -0.1 0.0 0.066
H -4.290 -2.936 4.506 -0.1 0.1 0.1 0.134
H -4.646 -2.653 2.788 0.0 0.0 0.0 0.138
H -2.906 -0.942 4.649 0.0 0.0 0.0 0.138
H -2.621 -1.306 2.933 -0.1 0.0 0.0 0.057
C 3.603 0.843 -6.150 -0.1 0.0 0.0 -0.114
C 3.991 -0.400 -6.925 -0.1 0.0 0.0 -0.109
O 5.333 -0.091 -7.336 0.0 0.0 0.0 0.063
C 5.839 0.830 -6.487 0.0 0.0 0.0 -0.579
O 6.976 1.176 -6.455 0.0 0.0 0.0 0.151
O 4.872 1.311 -5.674 0.0 0.0 0.0 0.051
H 2.939 0.639 -5.315 0.1 0.0 0.1 0.125
H 3.169 1.615 -6.788 0.0 0.0 0.0 0.131
H 4.009 -1.283 -6.292 0.0 0.0 0.0 0.105
H 3.367 -0.584 -7.795 0.1 0.1 -0.1 0.132
C -9.173 0.009 2.253 0.0 0.0 0.1 -0.103
C -10.217 -0.812 2.984 0.1 0.0 0.1 -0.102
O -11.132 -1.146 1.930 0.0 0.0 0.1 0.065
C -10.469 -1.084 0.757 0.1 -0.1 0.0 -0.567
O -10.889 -1.476 -0.286 -0.1 0.0 0.1 0.148
O -9.253 -0.527 0.925 0.1 0.1 0.0 0.064
H -8.170 -0.102 2.651 0.0 0.0 -0.1 0.104
H -9.429 1.070 2.219 0.0 0.0 0.0 0.136
H -9.807 -1.736 3.394 0.0 0.0 0.0 0.134
H -10.733 -0.267 3.769 -0.1 0.0 -0.1 0.133
C 2.109 4.725 4.254 0.0 0.0 0.0 -0.104
C 1.867 4.348 2.807 -0.2 0.0 0.0 -0.108
O 3.185 4.411 2.252 0.0 0.0 0.0 0.055
C 4.081 4.240 3.251 -0.2 0.0 0.1 -0.576
O 5.246 4.067 3.094 0.0 0.1 0.0 0.123
O 3.460 4.289 4.453 0.0 0.0 0.0 0.058
H 1.447 4.222 4.953 0.1 -0.1 0.0 0.133
H 2.058 5.803 4.418 0.0 0.0 0.0 0.133
H 1.495 3.329 2.697 -0.1 -0.1 0.1 0.100
H 1.201 5.028 2.284 0.1 0.0 -0.1 0.139
C 3.563 -4.901 -3.221 0.0 -0.1 0.0 -0.104
C 4.726 -4.439 -2.366 0.1 -0.1 -0.1 -0.095
O 5.036 -3.161 -2.944 0.1 -0.1 0.1 0.074
C 3.939 -2.702 -3.563 -0.3 0.1 -0.1 -0.574
O 3.814 -1.601 -4.006 0.0 0.0 0.1 0.143
O 2.985 -3.656 -3.634 0.0 0.0 0.0 0.049
H 2.827 -5.493 -2.683 -0.1 0.1 0.0 0.134
H 3.885 -5.445 -4.111 0.0 0.0 0.0 0.133
H 4.455 -4.287 -1.328 -0.1 0.1 0.2 0.122
H 5.596 -5.089 -2.415 0.1 0.1 -0.1 0.136
C -9.377 -2.915 -2.454 0.0 -0.1 -0.2 -0.122
C -9.413 -3.430 -3.880 -0.1 0.0 0.0 -0.112
O -8.026 -3.443 -4.237 0.0 0.0 -0.1 0.056
C -7.293 -3.527 -3.101 0.0 0.0 0.0 -0.580
O -6.122 -3.725 -3.065 0.0 0.0 0.0 0.158
O -8.081 -3.356 -2.018 0.0 0.0 0.1 0.060
H -10.148 -3.328 -1.815 0.1 0.0 0.1 0.121
H -9.415 -1.829 -2.396 0.0 0.0 0.0 0.125
H -9.799 -4.449 -3.948 0.0 0.0 0.0 0.131
H -9.968 -2.790 -4.561 0.1 0.0 -0.1 0.131
```
Forces are in eV/Å.

***

No. 2
Formula: C23H25N3O3S
Source: the OMol25 dataset
Level of theory: wB97M-V/def2-TZVPD

Output
relative energy (zero: lowest compared OMol25 entry of this formula, charge and spin)	70.98	kcal per mole
F_max	1.19	eV/A
gap between HOMO and LUMO	8.323	eV
total charge	0
calculated total energy	-45703.458	eV

```
55
Properties=species:S:1:pos:R:3:forces:R:3:lowdin_charge:R:1
C -4.668 5.196 2.849 0.5 0.0 -0.5 -0.391
S -3.366 4.541 1.763 -0.3 -0.1 0.3 0.936
C -2.824 5.972 0.888 0.0 -0.4 0.1 -0.454
C -3.314 7.254 1.051 0.1 -0.1 -0.1 -0.090
C -2.796 8.296 0.295 0.0 0.2 -0.1 -0.095
C -1.791 8.058 -0.621 -0.1 0.1 0.1 -0.089
C -1.289 6.774 -0.794 0.1 -0.3 -0.1 -0.022
C -1.800 5.730 -0.044 -0.2 0.2 0.1 -0.295
O -1.403 4.426 -0.110 0.0 0.0 0.0 -0.096
C -0.381 4.072 -1.002 0.4 0.2 -0.4 -0.112
C -0.144 2.609 -0.853 -0.6 -0.6 0.7 -0.208
C -0.755 1.655 -0.098 0.3 0.5 -0.4 0.086
C -0.045 0.463 -0.415 0.0 1.1 -0.3 -0.154
C -0.396 -0.843 0.209 0.0 -0.6 0.1 -0.380
O -1.318 -0.865 1.012 -0.1 0.4 0.0 0.065
N 0.286 -1.959 -0.126 -0.1 -0.1 0.1 -0.007
C 1.450 -2.049 -0.977 0.6 0.1 -0.1 -0.112
C 2.636 -2.545 -0.135 -0.1 0.1 -0.3 -0.129
N 2.348 -3.809 0.499 0.1 0.2 0.2 -0.094
C 2.667 -5.014 -0.112 0.2 -0.3 -0.1 -0.243
C 2.591 -6.207 0.618 -0.1 0.0 0.1 -0.031
C 2.953 -7.413 0.056 0.0 0.0 0.0 -0.092
C 3.415 -7.475 -1.249 0.1 -0.1 -0.1 -0.110
C 3.510 -6.304 -1.979 0.0 -0.2 0.0 -0.093
C 3.141 -5.091 -1.426 -0.1 0.2 0.0 -0.039
C 1.185 -3.692 1.348 -0.4 0.1 0.1 -0.106
C -0.049 -3.199 0.565 -0.3 -0.3 0.4 -0.286
C -0.569 -4.261 -0.402 0.1 0.2 0.1 -0.018
N 0.901 0.725 -1.286 0.1 -0.8 0.1 0.096
O 0.849 2.048 -1.565 -0.2 0.7 0.0 0.039
H -5.472 5.619 2.255 -0.1 0.1 0.1 0.037
H -5.035 4.342 3.409 0.0 0.0 0.0 0.030
H -4.252 5.931 3.531 -0.1 0.1 0.1 0.037
H -4.098 7.457 1.761 -0.1 0.0 0.1 0.093
H -3.185 9.293 0.429 0.0 0.1 0.0 0.102
H -1.387 8.867 -1.210 0.0 0.1 -0.1 0.103
H -0.504 6.605 -1.514 0.1 -0.1 -0.1 0.106
H 0.550 4.616 -0.780 -0.2 0.0 -0.1 0.150
H -0.668 4.292 -2.043 0.1 0.0 0.2 0.151
H -1.574 1.762 0.579 -0.2 0.0 0.1 0.121
H 1.664 -1.074 -1.409 0.0 -0.4 0.0 0.092
H 1.242 -2.762 -1.781 0.0 0.1 0.0 0.124
H 3.538 -2.622 -0.740 0.0 0.0 0.0 0.119
H 2.823 -1.815 0.661 0.0 0.0 -0.1 0.132
H 2.266 -6.188 1.647 0.0 0.0 0.1 0.104
H 2.884 -8.314 0.647 0.0 -0.1 0.1 0.102
H 3.698 -8.419 -1.687 0.0 -0.1 0.0 0.096
H 3.869 -6.330 -2.998 0.0 0.0 -0.1 0.102
H 3.218 -4.206 -2.039 0.0 0.1 0.0 0.097
H 0.946 -4.649 1.808 0.0 0.1 0.0 0.113
H 1.411 -2.970 2.142 -0.1 -0.1 0.0 0.134
H -0.842 -2.946 1.276 0.2 -0.1 -0.1 0.140
H -1.351 -3.841 -1.030 -0.1 0.0 -0.1 0.087
H -0.988 -5.090 0.162 0.0 -0.1 0.0 0.085
H 0.223 -4.652 -1.036 0.0 -0.1 -0.1 0.067
```
Forces are in eV/Å.

***

No. 3
Formula: CH2F2N2
Source: the OMol25 dataset
Level of theory: wB97M-V/def2-TZVPD

Output
relative energy (zero: lowest compared OMol25 entry of this formula, charge and spin)	70.31	kcal per mole
F_max	5.97	eV/A
gap between HOMO and LUMO	10.442	eV
total charge	0
calculated total energy	-9480.567	eV

```
7
Properties=species:S:1:pos:R:3:forces:R:3:lowdin_charge:R:1
N -0.653 1.305 0.181 -0.4 -0.3 1.2 0.181
C -0.233 0.472 -0.612 -3.0 3.6 3.6 -0.308
N 0.602 0.042 -1.345 3.6 -2.1 -2.5 0.064
F 0.356 -0.330 -2.638 -0.6 -0.3 0.0 -0.034
H -1.016 1.340 1.180 0.4 -0.9 -2.2 0.123
F 0.514 -1.503 2.093 -0.3 0.5 -2.2 -0.114
H 0.430 -1.326 1.142 0.3 -0.5 2.2 0.089
```
Forces are in eV/Å.